{"formula": "C10H6ClIO4Pt", "method": "the ωB97M-V functional and the def2-TZVPD basis", "symbols": ["Pt", "I", "C", "C", "C", "C", "C", "C", "C", "C", "C", "C", "H", "H", "H", "H", "H", "H", "O", "Cl", "O", "O", "O"], "xyz": [[-1.51759, 1.33947, 1.35773], [-2.83039, -1.25313, 0.23383], [-0.86509, -1.45733, -0.58657], [-0.69259, -2.58903, -1.34097], [0.53591, -2.86793, -1.94647], [1.57791, -2.00173, -1.78437], [1.43331, -0.82893, -1.01457], [2.53031, 0.04587, -0.86657], [2.42601, 1.18987, -0.12877], [1.21151, 1.50447, 0.49373], [0.12081, 0.67527, 0.37143], [0.18011, -0.52243, -0.38347], [-1.51789, -3.27253, -1.46787], [0.64151, -3.76703, -2.53477], [2.53391, -2.20133, -2.24487], [3.45951, -0.21253, -1.35367], [3.26511, 1.85787, -0.01647], [1.14771, 2.41617, 1.07503], [-4.59599, 3.16147, 3.57043], [-3.46939, 2.59577, 2.80323], [-2.24949, 3.43417, 2.90033], [-1.18009, 0.54027, 2.79763], [-2.14509, 2.21337, 0.06593]], "forces_ev_per_a": [[2.412, -0.025, -0.763], [0.180, -0.745, -0.520], [-0.695, -0.191, 0.128], [-0.324, 0.248, 0.266], [0.341, 0.103, -0.058], [-0.183, -0.209, -0.063], [-0.267, 0.119, 0.169], [0.017, 0.262, 0.153], [0.146, -0.299, -0.231], [-0.486, -0.035, 0.150], [0.705, 0.232, -0.133], [0.077, -0.048, -0.057], [-0.038, -0.047, -0.015], [0.049, -0.044, -0.044], [0.104, 0.002, -0.035], [0.073, -0.017, -0.036], [0.098, 0.052, -0.003], [-0.030, -0.062, -0.030], [-0.002, -0.379, -0.220], [-1.302, 0.652, 0.807], [0.616, -0.017, -0.227], [-0.129, -0.844, 2.117], [-1.363, 1.292, -1.355]], "homo_ev": [-8.15, -8.14], "homo_lumo_gap_ev": [4.5155, 4.5177], "charge": 0, "total_energy_ev": -42513.99111, "lumo_ha": [-0.1335, -0.1331]}

{"formula": "C2H2O2S", "method": "the ωB97M-V functional and the def2-TZVPD basis", "symbols": ["C", "C", "H", "H", "O", "O", "S"], "xyz": [[-0.12591, -0.34214, 0.00665], [0.50944, 0.87549, -0.05156], [-1.62750, -1.46089, 0.36059], [1.75121, 1.12283, 0.38166], [-1.38629, -0.45393, 0.23760], [-0.10646, 1.82228, -0.93217], [0.98552, -1.56364, -0.00276]], "forces_ev_per_a": [[1.360, -4.300, 1.826], [0.869, 10.659, -5.594], [0.803, 2.638, -0.498], [-4.326, -0.952, -1.236], [-2.173, -2.163, 0.162], [4.034, -5.748, 5.747], [-0.567, -0.135, -0.408]], "homo_ev": -9.78, "homo_lumo_gap_ev": 8.0547, "e_above_lowest_kcal_mol": 71.3, "charge": 0, "total_energy_ev": -17032.93138, "lumo_ha": -0.0635}

{"formula": "C40H41AlF6N7O4", "method": "the ωB97M-V functional and the def2-TZVPD basis", "symbols": ["Al", "C", "C", "C", "C", "C", "C", "C", "F", "C", "C", "C", "O", "C", "C", "N", "C", "C", "O", "O", "H", "H", "H", "H", "H", "H", "H", "H", "H", "H", "H", "C", "N", "C", "C", "N", "C", "C", "C", "C", "C", "C", "C", "C", "C", "N", "C", "N", "C", "C", "N", "C", "C", "C", "N", "C", "C", "H", "H", "H", "H", "H", "H", "H", "H", "H", "H", "H", "H", "H", "H", "H", "H", "H", "H", "H", "H", "H", "H", "H", "H", "H", "H", "H", "H", "H", "H", "F", "C", "C", "F", "C", "F", "C", "O", "C", "F", "C", "F"], "xyz": [[0.21314, 0.08873, -0.82993], [-5.37846, 3.79343, 2.19682], [-4.07155, 3.85937, 2.96249], [-4.21576, 3.46683, 4.42881], [-2.93902, 3.84752, 5.17190], [-1.70671, 3.43835, 4.39884], [-0.46999, 3.45756, 5.00726], [0.65816, 3.00680, 4.32653], [1.84581, 3.06508, 4.94381], [0.57727, 2.47113, 3.07177], [-0.67274, 2.41249, 2.44691], [-0.81858, 1.70211, 1.18911], [0.20933, 1.17063, 0.66712], [-2.12115, 1.64124, 0.64190], [-3.13732, 2.35218, 1.23846], [-3.00697, 3.01063, 2.38390], [-1.80107, 2.96452, 3.07540], [-2.48273, 0.79521, -0.54693], [-3.63186, 0.75038, -0.92817], [-1.51368, 0.10737, -1.08663], [-6.09723, 4.44709, 2.68706], [-5.79056, 2.78310, 2.18787], [-5.26579, 4.14304, 1.17029], [-3.68754, 4.88385, 2.92293], [-4.39929, 2.39121, 4.49365], [-5.07302, 3.97519, 4.86809], [-2.90821, 3.37134, 6.15260], [-2.92390, 4.92688, 5.34488], [-0.36822, 3.81268, 6.02522], [1.44981, 2.08422, 2.56484], [-4.09278, 2.37730, 0.73416], [0.45339, -4.25179, 2.94257], [0.85714, -3.56255, 1.72731], [2.18898, -3.92385, 1.27807], [0.07811, -2.58446, 1.17316], [0.54857, -1.50706, 0.57985], [1.87559, -1.09165, 0.90140], [2.24204, -0.88726, 2.21033], [3.53127, -0.44466, 2.54302], [4.45186, -0.22607, 1.55842], [4.12270, -0.43259, 0.20029], [5.09963, -0.26545, -0.80552], [4.79577, -0.50937, -2.11252], [3.49451, -0.88516, -2.47667], [2.50264, -1.04276, -1.53899], [1.14787, -1.24694, -1.93186], [0.82970, -2.00388, -2.96820], [1.51378, -3.12695, -3.30831], [1.67704, -3.54006, -4.69362], [2.26929, -3.91669, -2.35762], [-0.25898, -1.71658, -3.71705], [-0.69197, -0.35689, -4.00125], [-1.17384, -2.74774, -4.18091], [2.80392, -0.84169, -0.15453], [-1.25433, -2.81598, 1.27122], [-1.81751, -4.14416, 1.08086], [-2.23808, -1.75465, 1.23734], [0.17154, -5.29108, 2.75513], [-0.37735, -3.73651, 3.41794], [1.29872, -4.25827, 3.63439], [2.23587, -5.00806, 1.14716], [2.94804, -3.62485, 2.00525], [2.43234, -3.45060, 0.33497], [1.51173, -1.06492, 2.99086], [3.78217, -0.27666, 3.58277], [5.45280, 0.10738, 1.80184], [6.08738, 0.06570, -0.51125], [5.54687, -0.38789, -2.88166], [3.24432, -0.98219, -3.52538], [1.29790, -2.78117, -5.37113], [1.17042, -4.48740, -4.89137], [2.74205, -3.68108, -4.89404], [1.89831, -3.73637, -1.35353], [3.33692, -3.68411, -2.38754], [2.13293, -4.97166, -2.60119], [0.05841, 0.34915, -3.66122], [-1.64114, -0.12682, -3.51605], [-0.81190, -0.24810, -5.08220], [-0.87390, -3.72365, -3.81051], [-1.22403, -2.77655, -5.27187], [-2.17216, -2.52007, -3.79991], [-1.04094, -4.85943, 0.82570], [-2.53765, -4.11178, 0.25976], [-2.34162, -4.48435, 1.97689], [-1.79529, -0.83052, 1.59390], [-3.06392, -2.03035, 1.89624], [-2.64253, -1.59381, 0.23612], [0.40392, 5.48358, -5.41551], [0.52425, 4.49398, -4.53238], [1.57525, 3.59695, -4.61540], [2.48101, 3.71884, -5.58365], [1.68643, 2.56619, -3.69895], [2.69595, 1.69452, -3.82948], [0.77172, 2.38985, -2.65619], [0.87003, 1.40206, -1.80393], [-0.26833, 3.32530, -2.59661], [-1.16740, 3.21657, -1.60390], [-0.40383, 4.34844, -3.51473], [-1.42380, 5.19916, -3.41711]], "forces_ev_per_a": [[-0.149, -0.178, 0.065], [0.112, -0.049, -0.072], [-0.319, 0.069, 0.146], [0.160, 0.078, 0.033], [-0.042, -0.029, -0.068], [-0.088, 0.069, 0.068], [-0.010, -0.001, -0.052], [-0.057, -0.018, -0.109], [-0.034, 0.018, 0.020], [0.104, -0.076, 0.044], [-0.129, 0.031, 0.021], [-0.199, 0.237, -0.151], [0.043, -0.027, 0.400], [0.268, -0.294, 0.078], [-0.013, 0.046, -0.063], [-0.004, -0.054, -0.003], [0.355, -0.114, 0.005], [-0.120, 0.382, -0.032], [0.045, -0.072, 0.009], [-0.428, -0.360, -0.237], [0.011, 0.005, 0.028], [-0.021, 0.004, 0.003], [-0.042, -0.023, 0.006], [-0.016, 0.010, -0.055], [-0.024, -0.006, -0.015], [-0.012, 0.008, -0.033], [-0.002, 0.036, 0.017], [0.014, 0.000, -0.019], [0.017, -0.012, 0.001], [0.016, -0.061, 0.013], [-0.005, -0.025, 0.076], [0.019, 0.005, 0.062], [0.079, -0.067, -0.019], [0.032, 0.092, 0.007], [0.031, -0.009, -0.189], [0.164, 0.279, 0.146], [0.069, -0.182, 0.379], [-0.109, 0.051, -0.160], [0.030, 0.032, -0.017], [0.032, 0.032, 0.108], [-0.170, 0.000, -0.046], [0.034, 0.042, -0.041], [0.115, 0.008, 0.079], [-0.268, -0.011, 0.036], [0.384, -0.215, -0.347], [0.151, 0.231, -0.025], [-0.230, -0.054, 0.028], [-0.004, -0.021, -0.004], [0.046, -0.023, -0.020], [-0.029, 0.124, 0.029], [-0.060, -0.007, 0.046], [0.013, 0.092, -0.056], [0.025, 0.015, -0.036], [0.082, -0.121, 0.062], [-0.150, 0.028, -0.122], [0.004, -0.024, 0.004], [-0.075, 0.034, -0.045], [-0.019, 0.008, -0.007], [-0.013, -0.018, -0.033], [-0.013, 0.038, 0.011], [0.002, 0.006, 0.003], [-0.002, 0.000, 0.020], [-0.003, 0.052, 0.114], [-0.020, 0.005, -0.007], [0.035, -0.011, -0.023], [-0.003, -0.016, 0.001], [0.018, -0.042, -0.040], [-0.015, 0.030, -0.002], [0.000, -0.026, -0.009], [-0.039, 0.026, 0.020], [-0.030, 0.018, -0.010], [-0.007, 0.031, -0.004], [-0.067, -0.015, -0.151], [0.022, 0.011, 0.006], [-0.011, 0.000, 0.034], [-0.019, -0.093, -0.069], [0.023, -0.039, 0.020], [0.009, -0.011, 0.007], [0.025, -0.005, 0.009], [0.022, -0.016, 0.002], [0.006, -0.012, -0.017], [0.006, 0.011, 0.018], [0.011, 0.015, -0.001], [0.020, -0.027, -0.003], [0.033, 0.042, 0.038], [0.033, 0.026, 0.046], [0.025, -0.066, 0.030], [0.014, 0.030, -0.038], [0.005, -0.053, 0.055], [-0.059, 0.020, 0.056], [0.015, 0.005, -0.058], [-0.079, -0.019, 0.073], [0.067, -0.043, -0.009], [-0.202, 0.259, -0.032], [0.468, 0.003, -0.034], [0.131, -0.088, -0.021], [-0.072, 0.027, -0.002], [0.078, -0.044, 0.012], [-0.039, 0.056, 0.015]], "homo_ev": -10.00, "homo_lumo_gap_ev": 7.3511, "e_above_lowest_kcal_mol": 3.4, "charge": 1, "total_energy_ev": -83669.54446, "lumo_ha": -0.0973}

{"formula": "C10H30IO10", "method": "the ωB97M-V functional and the def2-TZVPD basis", "symbols": ["I", "C", "C", "O", "O", "H", "H", "H", "H", "H", "H", "C", "C", "O", "O", "H", "H", "H", "H", "H", "H", "C", "C", "O", "O", "H", "H", "H", "H", "H", "H", "C", "C", "O", "O", "H", "H", "H", "H", "H", "H", "C", "C", "O", "O", "H", "H", "H", "H", "H", "H"], "xyz": [[-9.48231, 15.82082, -3.60925], [-12.98946, 14.16448, -6.55420], [-14.22999, 13.36283, -6.97108], [-14.48061, 13.41420, -8.44024], [-12.51699, 14.29292, -5.16331], [-12.96943, 15.11317, -7.09058], [-12.10331, 13.80805, -7.07936], [-15.05825, 13.80506, -6.41745], [-14.23348, 12.29204, -6.76743], [-13.75096, 13.88710, -8.84713], [-11.60720, 14.59930, -5.15815], [-13.59112, 19.72834, -5.64342], [-13.21003, 18.25602, -5.56881], [-11.75657, 18.14658, -5.20590], [-14.99150, 19.87381, -5.74985], [-13.13275, 20.41563, -6.35448], [-13.45248, 20.36453, -4.76926], [-13.25298, 17.98889, -6.62469], [-13.81365, 17.49888, -5.06833], [-11.56065, 17.39009, -4.64829], [-15.44656, 19.90616, -4.90517], [-4.75698, 18.05373, -1.73468], [-5.75490, 16.95080, -2.07544], [-6.84458, 16.93294, -1.15020], [-4.12244, 17.90763, -0.49141], [-5.28659, 18.99420, -1.88666], [-4.01116, 18.09998, -2.52822], [-5.29316, 15.96373, -2.09962], [-6.11219, 17.12322, -3.09068], [-7.57318, 16.39555, -1.46951], [-4.66070, 18.20556, 0.24556], [-8.72319, 17.77820, -8.23615], [-8.23723, 18.77405, -7.10766], [-7.79004, 18.09036, -5.85563], [-10.10406, 17.32648, -7.91155], [-7.95089, 17.02403, -8.38743], [-8.78314, 18.19790, -9.24032], [-8.85028, 19.66282, -6.95819], [-7.31318, 19.12449, -7.56745], [-8.49761, 17.77287, -5.28981], [-10.01929, 16.86994, -7.07132], [-13.75673, 12.79519, -1.65771], [-12.17051, 12.78839, -1.50020], [-11.57786, 14.06645, -1.21510], [-13.97820, 13.50790, -2.87107], [-14.24608, 13.24123, -0.79188], [-14.10125, 11.76722, -1.77039], [-11.66749, 12.24556, -2.30046], [-11.70782, 12.42985, -0.58071], [-10.95578, 14.23667, -1.92619], [-13.14718, 13.97288, -2.99271]], "forces_ev_per_a": [[0.101, -0.055, 0.044], [2.785, 0.051, -1.026], [-0.403, 0.063, -0.261], [0.433, 0.404, 2.005], [-1.817, -0.233, -0.681], [-1.060, 0.834, 0.648], [0.043, -1.152, -0.180], [-0.377, -0.049, -0.377], [0.485, 0.162, 0.433], [0.094, 0.116, -0.106], [0.014, -0.023, -0.492], [-1.208, 1.638, 2.867], [2.707, 0.034, -1.462], [-1.256, 0.496, -0.317], [-1.400, -0.371, -1.647], [0.220, -1.119, -0.919], [1.297, -0.794, 0.889], [0.023, -0.543, -0.134], [-0.220, 0.789, 0.630], [-0.636, -0.093, -0.009], [0.450, -0.125, 0.091], [-0.924, -0.152, -0.478], [-0.159, -0.433, -0.076], [0.338, 0.580, 0.277], [0.484, -0.013, -0.070], [-0.154, 0.331, 0.607], [0.335, -0.422, 0.179], [0.353, -0.068, 0.219], [-0.117, 0.267, -0.218], [0.204, -0.075, -0.165], [-0.340, -0.001, -0.254], [-1.650, 0.831, 1.641], [1.159, -1.603, -0.770], [-0.187, 0.808, -1.792], [2.024, -0.108, -0.793], [-0.314, -0.703, 0.653], [-0.268, 0.725, 0.306], [-0.417, -0.473, 0.306], [0.339, 0.256, 0.508], [-0.537, 0.398, -0.332], [-0.209, -0.011, 0.198], [2.484, 0.108, -0.410], [-0.146, -0.710, 2.436], [-0.378, 1.461, -1.737], [-0.389, -0.243, 0.672], [0.051, 0.214, -0.016], [0.003, -0.036, 0.006], [-0.284, 0.310, -0.453], [-1.375, -2.057, 0.196], [0.077, 0.327, 0.016], [-0.280, 0.463, -0.654]], "homo_ev": [-10.18, -10.17], "homo_lumo_gap_ev": [10.1792, 5.3224], "e_above_lowest_kcal_mol": 27.9, "multiplicity": 2, "charge": 0, "total_energy_ev": -39425.38321, "lumo_ha": [0.0000, -0.1783]}